266
Properties=species:S:1:pos:R:3:forces:R:3:lowdin_charge:R:1 method="wB97M-V/def2-TZVPD" mol_weight_g_mol=1411.145 orbital_gap_ha=0.329 total_charge=0 e_lumo_ev=0.4
C 1.6072 -5.3585 9.6776 0.449 0.605 0.724 -0.07
C 2.6044 -6.1979 8.8976 0.206 0.375 -0.434 -0.50
C 4.1267 -5.9011 9.1505 -1.786 0.375 -0.646 -0.03
O 2.3468 -7.5580 9.1630 0.266 -0.858 0.414 -0.06
H 1.7075 -4.2975 9.4488 -0.020 0.065 -0.095 0.08
H 1.7764 -5.4694 10.7486 0.221 -0.016 0.129 0.08
H 0.5604 -5.6349 9.5514 0.065 -0.202 -0.486 0.07
H 2.3532 -6.1092 7.8407 0.449 0.687 -0.352 0.12
H 4.7098 -6.3872 8.3684 0.122 -0.622 0.574 0.07
H 4.3461 -6.1361 10.1920 0.393 -0.279 -0.254 0.08
H 4.3474 -4.8498 8.9655 -0.296 0.230 0.290 0.07
H 1.4910 -7.7211 8.7598 -0.071 -0.363 0.134 0.09
C -4.0235 9.7782 3.3974 0.297 -0.235 -0.296 -0.06
C -3.7319 10.9118 2.4179 -1.124 0.512 0.610 -0.50
C -3.7571 12.3172 3.1110 0.117 -0.428 -0.204 -0.05
O -2.5430 10.6543 1.7263 1.290 -0.266 0.279 -0.05
H -5.0210 9.8556 3.8299 0.150 0.420 0.241 0.08
H -3.2408 9.7376 4.1549 -0.176 0.117 0.243 0.08
H -4.0338 8.7951 2.9268 0.223 0.085 -0.381 0.07
H -4.4745 10.8781 1.6207 -0.767 0.334 0.295 0.13
H -4.6917 12.5655 3.6142 -0.463 -0.220 -0.582 0.07
H -3.5276 13.0678 2.3547 -0.166 0.198 0.037 0.07
H -3.0679 12.4788 3.9398 0.627 -0.582 -0.226 0.07
H -2.3779 11.3702 1.1084 -0.003 0.064 -0.017 0.09
C 10.4879 -5.4833 -8.8098 -0.008 -1.202 1.094 -0.13
O 10.4308 -4.4921 -7.8139 1.376 0.926 -0.443 -0.19
C 11.7461 -3.9075 -7.6721 -0.852 1.311 1.868 -0.21
C 11.6090 -2.6363 -6.7678 -0.974 -1.040 -0.909 -0.22
N 11.1595 -3.0071 -5.4358 0.475 0.329 1.441 -0.07
C 10.9137 -1.8908 -4.4700 1.300 0.531 -0.764 -0.16
C 12.1500 -0.9352 -4.2340 -1.170 -0.960 -0.563 -0.23
O 11.7222 0.0665 -3.3498 -1.129 0.192 0.146 -0.20
C 12.5742 1.1881 -3.2352 0.387 -1.098 0.145 -0.10
H 9.5185 -5.9800 -8.8497 -0.165 0.446 -0.472 0.09
H 11.1362 -6.2679 -8.4198 0.428 -0.293 -0.268 0.08
H 10.8905 -5.1581 -9.7691 -0.321 0.257 -0.114 0.09
H 12.1927 -3.6335 -8.6280 -0.154 -0.071 -0.188 0.11
H 12.4410 -4.5020 -7.0790 -0.081 -0.878 -0.347 0.12
H 10.8332 -2.0394 -7.2473 0.210 0.732 -0.294 0.11
H 12.5888 -2.1586 -6.7667 -0.167 0.209 0.187 0.11
H 10.2317 -3.4038 -5.4809 0.133 -0.605 -0.521 0.10
H 10.6629 -2.2993 -3.4911 -0.049 -0.185 -0.123 0.11
H 10.0512 -1.3353 -4.8383 0.007 0.597 0.188 0.11
H 12.5276 -0.5119 -5.1648 -0.210 0.264 -0.280 0.10
H 12.9651 -1.5596 -3.8681 0.231 0.019 0.520 0.12
H 12.1503 2.0120 -2.6610 -0.512 -0.334 -0.076 0.09
H 12.8255 1.5387 -4.2362 0.437 0.157 0.036 0.08
H 13.4044 0.7826 -2.6570 0.810 0.695 -0.264 0.09
C -9.3781 -5.9759 5.3795 -0.437 -0.407 0.354 -0.11
O -8.0794 -5.4222 5.1676 -0.698 -0.497 -0.290 -0.16
C -7.9549 -4.0159 5.0782 -0.042 0.482 1.029 -0.24
C -8.3346 -3.3483 3.7811 -0.270 -0.543 0.578 -0.21
N -9.7898 -3.2377 3.6544 -0.393 -0.574 -1.120 -0.04
C -10.1894 -2.5778 2.4264 -0.205 1.769 -0.717 -0.23
C -11.6235 -2.9005 1.9445 1.411 -0.581 0.195 -0.20
O -11.6035 -4.2876 1.6083 -0.189 -0.502 -0.309 -0.21
C -12.7231 -4.7331 0.8473 -0.596 0.808 0.725 -0.10
H -10.1720 -5.7271 4.6752 0.466 0.106 -0.636 0.07
H -9.8888 -5.7884 6.3241 0.623 0.916 0.632 0.08
H -9.3098 -7.0620 5.4415 0.516 -0.017 -0.576 0.08
H -6.9084 -3.7603 5.2445 0.211 -0.458 0.067 0.12
H -8.4940 -3.5681 5.9130 -0.270 0.202 0.074 0.12
H -7.7875 -3.9230 3.0338 -0.384 -0.098 -0.767 0.12
H -7.8760 -2.3594 3.7802 -0.225 0.224 0.057 0.12
H -10.1953 -4.1356 3.4320 0.360 -0.819 0.829 0.07
H -9.4976 -2.7454 1.6009 0.110 -0.474 -0.261 0.11
H -10.1037 -1.5043 2.5948 -0.289 0.337 -0.035 0.11
H -11.8719 -2.3453 1.0400 0.041 0.371 0.068 0.12
H -12.3078 -2.6528 2.7560 -0.431 -0.236 -0.009 0.12
H -13.6179 -4.5693 1.4478 -0.305 -0.246 0.154 0.08
H -12.6873 -5.7863 0.5688 0.554 0.121 0.254 0.09
H -12.9040 -4.1346 -0.0456 0.445 0.117 -0.298 0.08
C -2.1882 2.1499 -0.6519 -0.266 -0.814 -0.072 -0.13
O -0.7888 2.1563 -0.7609 0.609 0.694 0.108 -0.20
C -0.2230 3.4513 -1.0914 -0.394 -0.732 0.425 -0.21
C 1.2376 3.2877 -1.4665 -0.645 -0.667 0.779 -0.22
N 1.9429 2.5935 -0.3697 0.160 1.187 -1.025 -0.05
C 3.2589 2.0689 -0.7966 -1.892 0.305 0.485 -0.20
C 3.7981 1.2206 0.3126 1.682 0.409 -0.718 -0.28
O 3.1165 0.0136 0.4829 -0.799 0.397 0.931 -0.16
C 3.3069 -0.4726 1.8009 0.390 -0.995 -0.516 -0.11
H -2.5093 1.1782 -0.2767 0.360 -0.251 -0.029 0.08
H -2.6373 2.2246 -1.6423 -0.235 0.486 -0.077 0.08
H -2.6285 2.8363 0.0713 0.283 0.632 -0.160 0.09
H -0.2742 4.0968 -0.2145 -0.250 0.129 0.150 0.12
H -0.8113 3.8792 -1.9031 0.074 0.196 -0.148 0.12
H 1.6295 4.2867 -1.6577 0.278 0.079 0.160 0.12
H 1.2576 2.7600 -2.4201 0.291 -0.394 -0.188 0.11
H 1.3204 1.9435 0.0886 0.232 -0.447 -0.348 0.10
H 3.8802 2.9529 -0.9395 0.360 -0.171 -0.070 0.12
H 3.1442 1.5488 -1.7476 0.302 -0.325 -0.149 0.12
H 3.8754 1.8884 1.1706 -0.608 -0.298 0.638 0.12
H 4.8392 0.9701 0.1091 0.404 -0.012 -0.246 0.12
H 2.9519 0.1859 2.5937 -0.297 0.113 -0.148 0.09
H 4.3618 -0.6790 1.9820 0.378 0.260 0.042 0.08
H 2.8557 -1.4643 1.8337 -0.420 0.223 0.177 0.09
C 5.0112 5.3088 -9.5842 -0.789 -0.639 0.111 -0.08
C 4.2238 6.5330 -10.0715 -0.173 0.037 -1.520 -0.41
C 4.2033 6.5839 -11.6553 0.840 1.260 1.442 -0.19
O 3.8448 7.9198 -12.0843 -0.486 -1.072 -0.191 -0.20
C 3.6612 8.0634 -13.5021 0.059 0.082 0.689 -0.10
N 2.8321 6.5131 -9.5865 0.738 0.071 0.332 0.03
H 6.0882 5.2904 -9.7511 -0.082 0.445 -0.048 0.07
H 4.6232 4.3987 -10.0416 -0.076 -0.063 -0.581 0.07
H 4.7924 5.0680 -8.5439 0.220 0.627 0.256 0.07
H 4.7149 7.4572 -9.7668 -0.111 0.004 0.289 0.13
H 3.4882 5.8186 -11.9570 0.046 -0.012 -0.572 0.12
H 5.2289 6.4121 -11.9819 -0.004 -0.484 -0.442 0.12
H 4.6120 8.2382 -14.0056 0.157 0.011 -0.001 0.08
H 3.0127 8.9273 -13.6485 0.102 0.016 0.016 0.08
H 3.1840 7.2052 -13.9751 -0.083 -0.226 0.198 0.08
H 2.3342 5.8370 -10.1478 -0.257 -0.196 0.049 0.06
H 2.4145 7.4088 -9.7951 -0.101 0.137 -0.027 0.06
C 4.1379 9.6861 4.9072 1.035 0.220 -0.605 -0.06
C 4.5578 8.8134 3.7134 -1.026 0.695 -0.072 -0.44
C 5.9445 8.2425 3.9117 0.359 -0.145 -0.030 -0.21
O 6.8758 9.3194 3.9299 -1.141 0.146 0.812 -0.19
C 8.2018 8.9366 4.1384 0.620 0.184 -0.687 -0.12
N 3.5064 7.8244 3.4764 0.098 -1.017 0.191 0.02
H 3.1128 10.0512 4.8438 -0.015 -0.308 0.066 0.07
H 4.7971 10.5538 4.8813 -0.047 0.154 0.219 0.07
H 4.3576 9.1498 5.8304 -0.427 -0.016 0.089 0.08
H 4.6192 9.4228 2.8118 0.323 0.504 0.002 0.13
H 6.1687 7.5532 3.0977 0.149 -0.125 -0.375 0.12
H 6.0619 7.6619 4.8267 -0.299 -0.047 0.321 0.13
H 8.7864 9.7291 4.6057 -0.312 0.422 -0.206 0.09
H 8.5691 8.7740 3.1252 0.820 -0.470 0.158 0.09
H 8.3878 8.0888 4.7977 -0.521 -0.445 -0.143 0.09
H 3.7603 7.1282 2.7901 0.449 -0.205 -0.028 0.06
H 2.6870 8.2405 3.0576 -0.075 0.446 0.289 0.07
C -12.0873 1.1262 -6.0584 0.632 0.456 -0.180 -0.07
C -12.9780 2.3295 -5.9447 0.854 0.949 1.481 -0.44
C -12.2811 3.5758 -5.2069 0.027 -0.632 0.659 -0.16
O -11.9805 3.2355 -3.8442 -0.260 -0.983 0.259 -0.21
C -12.0492 4.2439 -2.8684 0.375 0.995 -0.371 -0.13
N -13.5467 2.6642 -7.2355 -0.636 0.600 0.467 0.03
H -11.6673 0.8676 -5.0864 -0.132 -0.309 -0.078 0.08
H -11.2632 1.3919 -6.7206 0.221 -0.164 -0.094 0.08
H -12.6562 0.3337 -6.5448 0.144 -0.171 0.305 0.08
H -13.8090 2.0342 -5.3041 -0.101 0.159 0.181 0.13
H -12.8591 4.4999 -5.2054 -0.725 -0.154 -0.226 0.11
H -11.3296 3.8797 -5.6433 0.208 -0.334 -0.611 0.12
H -11.4770 5.1155 -3.1864 0.005 0.349 -0.257 0.08
H -11.5714 3.9938 -1.9212 -0.050 -0.843 -0.208 0.08
H -13.0558 4.5884 -2.6317 -0.329 -0.162 -0.204 0.08
H -13.0365 3.4246 -7.6618 0.389 0.018 -0.294 0.07
H -14.3957 3.1073 -6.9147 -0.623 0.229 -0.829 0.07
C -5.4486 -3.2610 -4.5552 0.047 0.564 -0.218 -0.07
C -4.3282 -3.4067 -5.5938 0.761 0.750 0.413 -0.40
C -3.4539 -2.1041 -5.8282 -2.432 0.183 0.221 -0.18
O -4.2015 -1.2574 -6.6836 -1.039 -1.276 -1.361 -0.21
C -3.6337 -0.0215 -6.9594 1.276 -0.089 1.578 -0.12
N -3.4141 -4.4576 -5.1157 -0.640 0.145 -0.621 0.03
H -6.1129 -2.4094 -4.7019 0.209 0.188 -0.397 0.08
H -5.0006 -3.1021 -3.5743 -0.022 -0.228 0.203 0.07
H -6.1123 -4.1256 -4.5462 0.335 -0.209 0.096 0.08
H -4.7821 -3.6786 -6.5468 0.228 -0.096 -0.136 0.13
H -2.4574 -2.3233 -6.2116 0.082 -0.104 -0.220 0.12
H -3.3896 -1.5575 -4.8874 0.532 -0.134 0.510 0.12
H -4.1568 0.6111 -7.6765 -0.280 -0.485 0.131 0.09
H -2.5917 -0.1671 -7.2444 0.219 0.185 -0.559 0.08
H -3.5673 0.4196 -5.9649 0.011 1.164 -0.040 0.08
H -3.2522 -4.2934 -4.1324 0.317 -0.087 0.114 0.06
H -2.5593 -4.3013 -5.6305 0.407 -0.479 0.290 0.05
C 6.1314 -11.4429 3.8505 0.257 -1.008 -0.817 -0.06
C 6.2355 -12.8392 4.5113 0.396 0.626 0.130 -0.41
C 7.4032 -13.6142 3.8484 -0.597 0.089 0.592 -0.25
O 7.0909 -13.9952 2.5454 0.642 -0.785 -1.348 -0.19
C 8.2318 -14.7073 1.9961 -0.776 1.236 -0.555 -0.09
N 6.5078 -12.7078 5.9636 0.124 -0.199 -0.850 0.02
H 5.2412 -10.8522 4.0668 0.130 -0.092 0.494 0.07
H 6.0849 -11.6376 2.7791 -0.131 0.021 -0.193 0.07
H 7.0575 -10.8798 3.9664 -0.117 0.140 0.474 0.08
H 5.2914 -13.3696 4.3867 -0.042 -0.179 -0.469 0.13
H 7.6777 -14.5668 4.3017 -0.077 0.174 1.172 0.12
H 8.2689 -12.9525 3.8736 0.327 0.104 0.018 0.12
H 8.0258 -14.9298 0.9491 -0.246 -0.039 0.119 0.08
H 8.5078 -15.6328 2.5014 -0.270 0.033 0.399 0.08
H 9.0671 -14.0071 2.0007 0.343 -0.148 0.110 0.08
H 6.3565 -13.6341 6.3366 0.078 -0.093 0.477 0.06
H 5.7765 -12.1225 6.3413 -0.044 0.123 0.250 0.06
C -11.2686 12.1621 -2.6315 -0.494 -0.236 0.797 -0.07
C -10.6196 12.6085 -3.9130 0.305 -0.925 -1.055 -0.43
C -9.8428 11.4457 -4.5927 -0.120 0.414 1.525 -0.20
O -8.8897 10.9733 -3.6151 0.320 -0.765 -1.312 -0.21
C -7.8612 10.0945 -4.1560 -0.595 0.825 0.688 -0.09
N -11.6244 13.0556 -4.9024 0.031 0.363 0.321 0.03
H -10.5389 11.8574 -1.8813 0.124 0.241 -0.105 0.08
H -11.9439 11.3102 -2.7108 0.102 -0.249 -0.643 0.08
H -11.9240 12.9164 -2.1961 0.264 0.441 0.028 0.07
H -9.8251 13.3288 -3.7178 -0.224 0.495 0.273 0.13
H -9.3653 11.8757 -5.4731 0.270 -0.300 -0.217 0.12
H -10.5672 10.6766 -4.8607 0.125 -0.231 -0.187 0.12
H -7.1960 9.8686 -3.3226 0.094 0.265 -0.078 0.08
H -7.3306 10.6090 -4.9572 0.155 -0.016 -0.024 0.08
H -8.2002 9.1241 -4.5186 -0.589 0.083 -0.138 0.08
H -11.2487 13.7415 -5.5417 0.522 -0.185 -0.320 0.06
H -12.3426 13.6086 -4.4570 -0.288 -0.221 0.448 0.06
C -0.4120 1.6985 7.4956 -1.949 -0.725 0.748 -0.07
C -1.4441 2.6766 8.1738 3.129 -0.730 0.952 -0.36
C -1.9463 2.1369 9.5559 0.152 0.954 -0.519 -0.24
O -2.4696 0.8810 9.4143 -1.250 -2.568 -0.751 -0.20
C -2.9956 0.3448 10.6185 0.308 0.499 0.127 -0.10
N -0.7050 3.9539 8.3575 -1.072 0.649 -0.192 0.01
H -0.9772 0.7676 7.4505 0.218 -0.354 -0.747 0.06
H 0.4545 1.4267 8.0985 0.089 0.607 0.205 0.07
H -0.1143 2.0626 6.5123 -0.055 -0.116 0.056 0.07
H -2.2957 2.7765 7.5009 0.016 0.359 0.141 0.13
H -2.7488 2.7859 9.9067 0.111 0.571 0.254 0.12
H -1.1966 2.0062 10.3363 0.730 0.953 -0.023 0.12
H -2.2080 0.2138 11.3605 0.316 0.080 0.133 0.08
H -3.4594 -0.6353 10.5065 0.034 0.192 -0.638 0.09
H -3.7177 1.0398 11.0470 -0.258 0.047 0.052 0.08
H 0.1207 3.8944 8.9361 -0.197 -0.638 0.562 0.06
H -0.2828 4.1915 7.4713 -0.320 0.220 -0.364 0.06
C 9.0480 1.7601 8.0445 -0.326 0.258 0.244 -0.05
C 9.4696 2.0509 9.4773 2.778 0.612 -1.033 -0.45
C 8.6899 1.3954 10.4946 -2.657 -1.072 1.233 -0.25
O 7.3943 1.9884 10.3998 -1.660 0.564 0.726 -0.20
C 6.4145 1.5636 11.3796 1.494 -1.043 0.035 -0.08
N 10.9162 1.6528 9.5683 -0.884 0.579 -0.578 0.04
H 9.3884 0.7668 7.7523 0.191 -0.008 -0.109 0.08
H 9.4867 2.5290 7.4086 -0.017 -0.277 -0.202 0.08
H 7.9644 1.7569 7.9264 0.015 0.214 0.084 0.08
H 9.3867 3.1149 9.6991 0.181 0.196 -0.282 0.14
H 9.1008 1.5167 11.4969 0.137 0.121 0.180 0.13
H 8.5760 0.3300 10.2947 0.188 -0.441 0.051 0.13
H 5.3988 1.9572 11.3403 0.421 0.642 -0.857 0.08
H 6.7836 1.7465 12.3888 0.134 0.196 0.152 0.08
H 6.3165 0.4814 11.2938 -0.119 -0.272 0.017 0.08
H 10.9827 0.6988 9.2435 0.302 -0.131 0.242 0.06
H 11.3350 1.7672 10.4802 -0.179 -0.137 0.098 0.06
C -4.8121 -9.1964 1.0460 1.232 0.006 -0.630 -0.06
C -3.2673 -9.3696 0.9635 -1.014 0.228 0.709 -0.39
C -2.5699 -8.0820 1.4850 1.797 -0.661 0.565 -0.24
O -2.7102 -6.9299 0.7152 -1.487 2.150 -0.440 -0.19
C -2.0302 -5.7487 1.2424 0.411 -1.099 -0.699 -0.08
N -2.9629 -10.6124 1.7869 0.281 1.494 -0.731 0.02
H -5.1235 -8.3704 0.4065 -0.119 0.103 0.241 0.07
H -5.0476 -9.0281 2.0969 -0.225 0.079 -0.118 0.08
H -5.3082 -10.0988 0.6887 -0.070 -0.039 0.095 0.07
H -2.8956 -9.6426 -0.0242 -0.327 0.791 -0.450 0.13
H -1.4859 -8.1945 1.4689 0.494 -1.004 0.321 0.11
H -2.7884 -7.8886 2.5353 -0.600 -0.139 0.209 0.12
H -0.9724 -5.9000 1.0271 0.314 -0.006 0.372 0.08
H -2.1676 -5.5244 2.3001 -0.250 -0.588 0.188 0.08
H -2.2731 -4.8216 0.7232 -0.660 -0.474 -0.431 0.08
H -3.4593 -11.2873 1.2228 -0.397 -0.581 0.312 0.05
H -2.0142 -10.8141 1.5052 0.619 -0.254 0.486 0.05
C 2.7484 -6.8420 -4.4371 -0.479 0.669 -0.089 -0.07
C 3.5436 -7.2795 -5.6663 -0.573 -1.791 1.511 -0.45
C 2.6013 -7.7385 -6.8450 0.196 0.701 0.659 -0.18
O 1.9444 -6.5993 -7.4430 0.891 -0.733 0.078 -0.21
C 1.1734 -6.9787 -8.5858 -0.113 0.473 1.248 -0.10
N 4.5001 -6.2500 -5.9938 -1.103 0.250 -1.029 0.05
H 2.0922 -6.0384 -4.7713 -0.329 0.087 0.228 0.07
H 3.3541 -6.4257 -3.6322 0.418 -0.014 -0.302 0.07
H 2.1499 -7.6130 -3.9520 -0.102 -0.221 -0.447 0.07
H 4.1472 -8.1083 -5.2964 -0.197 -0.697 -0.508 0.13
H 1.8326 -8.4363 -6.5130 -0.103 -0.075 0.414 0.12
H 3.1968 -8.3079 -7.5586 0.197 0.244 -0.501 0.11
H 0.3086 -7.5377 -8.2285 -0.061 -0.464 -0.204 0.08
H 1.7803 -7.5629 -9.2775 -0.147 0.116 -0.256 0.09
H 0.7643 -6.0522 -8.9887 0.348 -0.100 -0.368 0.09
H 3.8022 -5.6336 -6.3851 0.360 1.613 -0.182 0.06
H 4.9151 -6.5766 -6.8547 0.789 -0.053 -0.250 0.07